[1]
21
Properties=species:S:1:pos:R:3:forces:R:3:nbo_charge:R:1 method="wB97M-V/def2-TZVPD" spin_multiplicity=1 gap_ha="0.28084 / 0.26468" e_above_lowest_ev=5.186 homo_ev="-6.9041 / -6.6880" fmax_ha_per_bohr=0.042 total_energy_ev=-7481.1083
C 0.873861 1.869026 1.072894 0.188 0.034 0.327 -0.667
C 0.390637 1.063871 -0.076967 0.498 0.959 0.041 -0.167
C -0.418025 -0.064925 0.160114 -0.110 -1.600 -1.423 -0.163
C -1.114323 -0.345081 1.360683 -0.228 0.040 1.012 -0.434
C -1.002923 -0.732449 -1.172439 -0.495 0.620 0.172 -0.360
C 0.078313 -1.456487 -0.576915 0.459 -0.018 0.617 -0.122
C 1.460464 -1.539475 -1.167320 -0.072 -0.075 -0.070 -0.616
H 1.692968 2.544844 0.796457 -0.182 -0.174 0.064 0.217
H 0.089066 2.483884 1.552953 0.127 -0.146 -0.191 0.212
H 1.222491 1.177354 1.868306 -0.042 0.303 -0.214 0.213
H -2.023375 2.082999 -0.044754 -0.165 -0.037 0.104 -0.011
H 0.640146 1.359546 -1.092445 -0.040 -0.089 0.205 0.189
H -1.155289 0.393029 2.160837 -0.007 -0.211 -0.236 0.196
H -1.443817 -1.353010 1.604562 0.017 0.260 -0.153 0.184
H -2.419133 1.644153 0.418527 0.026 0.188 -0.132 0.000
H -2.025605 -1.068280 -1.055109 0.114 -0.054 -0.115 0.232
H -0.797021 -0.134653 -2.055836 -0.062 -0.101 0.085 0.221
H -0.193139 -2.293797 0.059084 0.047 0.057 -0.121 0.221
H 2.225826 -1.562535 -0.386835 -0.099 0.002 -0.080 0.221
H 1.669130 -0.697886 -1.830156 -0.023 -0.100 0.063 0.215
H 1.536148 -2.467566 -1.747886 0.048 0.144 0.046 0.218

[2]
17
Properties=species:S:1:pos:R:3:forces:R:3:lowdin_spin:R:1 method="wB97M-V/def2-TZVPD" spin_multiplicity=2 gap_ha="0.39245 / 0.16472" e_above_lowest_ev=2.742 homo_ev="-15.7455 / -15.3928" fmax_ha_per_bohr=0.120 total_energy_ev=-11450.7181 charge=+1
O -1.039025 0.116120 1.145181 -1.998 1.043 0.734 0.519
C -0.122267 -0.081846 0.436217 5.233 -2.320 0.425 0.045
O 0.854570 -0.975764 0.951571 -1.940 -0.337 1.367 0.199
C 0.452630 0.389986 -0.832767 0.035 1.760 -0.737 0.052
C -0.543424 1.095289 -1.701658 1.469 3.644 -0.699 0.013
H 0.593410 -1.366766 1.854174 0.203 0.663 -1.437 -0.002
H 0.887050 -0.424313 -1.385790 -0.191 -1.108 0.213 0.004
H 1.442275 0.905829 -0.619547 -1.395 -0.008 0.322 0.000
H -1.514215 1.344006 -1.399428 -1.401 0.070 1.863 0.005
H -0.809646 0.449682 -2.478008 0.280 -0.520 -2.005 0.002
H -0.201316 2.199613 -1.974185 -0.270 -2.627 -0.133 0.004
H 2.650345 -0.211033 1.811769 -0.088 -0.830 0.769 -0.001
H 2.742609 1.044835 1.162243 -2.700 5.243 -0.838 0.001
O 3.224231 0.320724 1.286775 3.228 -4.137 0.210 0.039
H -3.444058 -2.096919 0.756227 -2.073 -5.024 0.872 0.003
H -2.108131 -1.391356 0.406567 -1.413 -0.793 0.118 -0.004
O -3.065039 -1.318088 0.580661 3.023 5.280 -1.043 0.121

[3]
12
Properties=species:S:1:pos:R:3:forces:R:3:nbo_charge:R:1 method="wB97M-V/def2-TZVPD" spin_multiplicity=1 gap_ha=0.39349 e_above_lowest_ev=3.210 homo_ev=-9.9765 fmax_ha_per_bohr=0.069 total_energy_ev=-18271.2960 smiles=OCOCPF
C -1.545336 0.265226 0.042220 -0.548 -1.108 0.971 0.222
C 0.616651 0.063589 0.825340 1.047 -2.447 0.384 -0.427
O -1.474055 -0.108534 -1.315689 1.057 -0.373 0.323 -0.722
O -0.403706 0.900976 0.585589 -3.181 1.501 -0.407 -0.548
F 1.795538 -0.437528 -1.765064 -0.550 0.690 1.562 -0.588
P 1.867590 0.600188 -0.425187 0.433 -0.242 -1.203 0.969
H -0.720720 -0.714922 -1.509474 -0.764 0.525 0.385 0.480
H -2.279101 1.048250 0.064165 -0.640 0.014 0.110 0.183
H -1.857293 -0.653082 0.750090 0.704 1.782 -1.501 0.126
H 0.198264 -0.955893 0.678831 0.974 -0.106 -0.008 0.196
H 0.899720 0.073642 1.917847 0.416 0.316 -1.090 0.223
H 2.902450 -0.081912 0.151334 1.051 -0.553 0.473 -0.114

[4]
8
Properties=species:S:1:pos:R:3:forces:R:3:nbo_charge:R:1 method="wB97M-V/def2-TZVPD" spin_multiplicity=1 gap_ha=0.37557 e_above_lowest_ev=3.312 homo_ev=-9.2550 fmax_ha_per_bohr=0.085 total_energy_ev=-7600.2900 smiles="O=c1[nH][nH][nH]1"
C -0.930422 -0.258465 0.188360 1.475 -3.994 -1.035 0.771
N -0.361945 0.699237 -0.554173 1.264 -0.426 -0.670 -0.479
N 0.541269 -0.965251 0.273218 -2.439 1.872 1.043 -0.539
N 0.985636 0.469711 -0.133764 1.155 -1.460 1.741 -0.330
O -2.033962 -0.676988 0.374890 0.846 0.853 0.580 -0.548
H -0.703040 1.607432 -0.589602 -0.540 2.008 -0.076 0.393
H 0.735533 -1.283924 1.279309 0.187 1.357 -1.648 0.370
H 1.766932 0.408247 -0.838238 -1.948 -0.211 0.066 0.361